Run P
Entry from OMol25: a 8-piece molecular cluster, H16O7S overall (wB97M-V/def2-TZVPD).

```
! wB97M-V def2-TZVPD RIJCOSX def2/J DEFGRID3
* xyz 0 1
O 0.805 2.558 1.441
H 1.345 2.450 2.240
H 0.593 1.622 1.322
O 0.351 -0.488 2.385
H -0.014 -0.726 1.525
H -0.080 0.366 2.505
O -0.554 -2.110 -2.105
H -0.106 -1.303 -2.357
H 0.095 -2.729 -1.744
O -3.329 -3.127 0.254
H -3.652 -2.811 -0.602
H -2.378 -3.186 0.196
O -2.536 -0.383 1.273
H -2.577 -1.233 0.805
H -2.680 -0.681 2.174
O 1.654 -3.545 -0.357
H 1.211 -3.580 0.504
H 2.341 -4.158 -0.063
O -3.347 -0.968 -1.889
H -2.928 -0.115 -1.739
H -3.628 -0.856 -2.806
S 3.844 4.512 -0.465
H 2.719 3.834 -0.849
H 4.119 5.189 -1.584
*
```

As for the HOMO energy: -9.6 eV. The value obtained for the molar mass is 160.2 g mol⁻¹. The value obtained for the lowest unoccupied orbital energy is 0.06 eV. Its structure (SMILES) is O.O.O.O.O.O.O.S. The value obtained for the gap between HOMO and LUMO is 9.7 eV.



Run Q
Entry from OMol25: a 8-piece molecular cluster, H16O7S overall (wB97M-V/def2-TZVPD).

```
! wB97M-V def2-TZVPD RIJCOSX def2/J DEFGRID3
* xyz 0 1
O -0.125 -2.518 1.337
H 0.199 -3.391 1.105
H 0.398 -1.880 0.839
O 1.812 -2.322 -1.237
H 2.739 -2.404 -1.510
H 1.707 -1.446 -0.833
O 1.686 1.506 -1.616
H 1.753 2.468 -1.589
H 1.072 1.255 -2.315
O 3.702 3.415 -2.809
H 3.036 3.042 -3.397
H 4.405 2.752 -2.809
O 1.653 -0.156 0.583
H 1.107 0.172 1.315
H 1.884 0.639 0.077
O -0.584 -0.756 -1.728
H -0.937 -0.808 -2.624
H -0.490 -1.691 -1.503
O -0.461 0.152 3.211
H -0.462 -0.681 2.721
H -0.942 -0.081 4.013
S -4.484 -0.053 1.312
H -3.778 -1.104 1.755
H -4.227 0.602 2.454
*
```

As for the HOMO energy: -9.5 eV. The value obtained for the molar mass is 160.2 g mol⁻¹. The value obtained for the lowest unoccupied orbital energy is 0.29 eV. Its structure (SMILES) is O.O.O.O.O.O.O.S. The value obtained for the gap between HOMO and LUMO is 9.8 eV.



Relative energies, kJ/mol: run P 58.1; run Q 0.0.



Run P
Entry from OMol25: a 2-piece molecular cluster, C7H15N4 overall (wB97M-V/def2-TZVPD).

```
! wB97M-V def2-TZVPD RIJCOSX def2/J DEFGRID3
* xyz 1 1
C -1.173 2.283 0.091
C -1.054 -1.100 -1.262
C -0.533 3.146 1.027
C 1.342 -1.871 -1.509
C -0.154 -2.651 0.405
C -2.679 -1.073 -2.901
C -0.035 -1.805 -0.843
N -1.506 1.310 -0.494
N -2.236 0.815 -1.422
N -1.969 -0.472 -1.809
N 1.857 2.473 2.476
H 0.399 3.632 0.763
H -1.328 3.873 1.287
H -0.260 2.652 1.950
H 1.143 -1.907 -2.550
H 1.871 -0.862 -1.259
H 2.025 -2.727 -1.106
H 0.451 -2.181 1.127
H -1.195 -2.743 0.484
H 0.221 -3.584 0.321
H -1.983 -1.642 -3.391
H -3.518 -1.626 -2.579
H -3.001 -0.286 -3.436
H 2.754 2.239 2.124
H 1.675 1.852 3.275
H 1.943 3.376 2.964
*
```

As for the HOMO energy: -12.0 eV. The value obtained for the molar mass is 155.2 g mol⁻¹. The value obtained for the lowest unoccupied orbital energy is -3.39 eV. The value obtained for the gap between HOMO and LUMO is 8.6 eV.



Run Q
Entry from OMol25: a 2-piece molecular cluster, C7H15N4 overall (wB97M-V/def2-TZVPD).

```
! wB97M-V def2-TZVPD RIJCOSX def2/J DEFGRID3
* xyz 1 1
C 0.042 0.933 -1.425
C -0.397 -0.386 -1.452
C -0.185 0.587 1.757
C 1.245 0.947 -0.733
C -1.621 -0.966 -2.040
C 2.140 2.068 -0.388
C 0.554 -2.547 -0.628
N 1.525 -0.326 -0.425
N 0.519 -1.128 -0.815
N -1.206 1.429 1.606
N -0.293 -0.158 2.857
H -0.461 1.776 -1.852
H -1.374 -1.655 -2.846
H -2.256 -0.180 -2.438
H -2.182 -1.518 -1.286
H 3.054 1.709 0.075
H 1.635 2.733 0.311
H 2.389 2.646 -1.275
H 1.227 -2.794 0.190
H -0.442 -2.912 -0.380
H 0.895 -3.054 -1.534
H 2.275 -0.651 0.169
H -1.242 2.058 0.825
H -1.956 1.523 2.292
H 0.444 -0.785 3.129
H -1.050 -0.048 3.535
*
```

As for the HOMO energy: -11.8 eV. The value obtained for the molar mass is 155.2 g mol⁻¹. The value obtained for the lowest unoccupied orbital energy is -2.45 eV. The value obtained for the gap between HOMO and LUMO is 9.3 eV.



Relative energies, kJ/mol: run P 545.5; run Q 0.0.



Run P
Entry from OMol25: a 2-piece molecular cluster, H4OS overall (wB97M-V/def2-TZVPD).

```
! wB97M-V def2-TZVPD RIJCOSX def2/J DEFGRID3
* xyz 0 1
O -1.274 3.637 -2.540
H -1.117 4.482 -3.018
H -0.412 3.429 -2.114
S -0.465 1.292 -0.821
H -0.348 2.129 -1.869
H 0.294 2.082 -0.039
*
```

As for the HOMO energy: -9.7 eV. The value obtained for the molar mass is 52.1 g mol⁻¹. The value obtained for the lowest unoccupied orbital energy is 0.65 eV. Its structure (SMILES) is O.S. The value obtained for the gap between HOMO and LUMO is 10.4 eV.



Run Q
Entry from OMol25: a 2-piece molecular cluster, H4OS overall (wB97M-V/def2-TZVPD).

```
! wB97M-V def2-TZVPD RIJCOSX def2/J DEFGRID3
* xyz 0 1
O -0.746 0.906 0.919
H -0.618 1.811 0.555
H -0.980 1.048 1.864
S 0.995 -1.210 -1.695
H -0.219 -1.437 -1.161
H 1.569 -1.118 -0.481
*
```

As for the HOMO energy: -9.5 eV. The value obtained for the molar mass is 52.1 g mol⁻¹. The value obtained for the lowest unoccupied orbital energy is 0.74 eV. Its structure (SMILES) is O.S. The value obtained for the gap between HOMO and LUMO is 10.2 eV.



Relative energies, kJ/mol: run P 52.5; run Q 0.0.



Run P
Entry from OMol25: C3H6ClFO in the gas phase (wB97M-V/def2-TZVPD).

```
! wB97M-V def2-TZVPD RIJCOSX def2/J DEFGRID3
* xyz 0 1
C -1.658 -0.624 0.767
O -0.654 0.363 0.294
C 0.620 -0.156 0.072
C 1.294 0.866 -0.786
F 2.615 0.585 -0.784
Cl 0.657 0.864 -2.507
H -2.494 0.083 0.903
H -1.865 -1.359 -0.006
H -1.345 -1.053 1.716
H 0.636 -1.130 -0.398
H 1.127 -0.268 1.026
H 1.065 1.831 -0.297
*
```

As for the HOMO energy: -10.4 eV. The value obtained for the molar mass is 112.5 g mol⁻¹. The value obtained for the lowest unoccupied orbital energy is 0.93 eV. Its structure (SMILES) is COC[C@@H](F)Cl. The value obtained for the gap between HOMO and LUMO is 11.3 eV.



Run Q
Entry from OMol25: C3H6ClFO in the gas phase (wB97M-V/def2-TZVPD).

```
! wB97M-V def2-TZVPD RIJCOSX def2/J DEFGRID3
* xyz 0 1
O -1.669 -0.591 0.066
C -0.453 -0.692 -0.643
C 0.625 -0.255 0.330
Cl 2.226 -0.824 -0.145
C 0.511 1.262 0.483
F 0.850 1.892 -0.685
H -2.346 -1.039 -0.372
H -0.334 -1.789 -0.869
H -0.401 -0.094 -1.519
H 0.398 -0.821 1.242
H 1.186 1.502 1.290
H -0.592 1.448 0.822
*
```

As for the HOMO energy: -10.8 eV. The value obtained for the molar mass is 112.5 g mol⁻¹. The value obtained for the lowest unoccupied orbital energy is 0.76 eV. Its structure (SMILES) is OC[C@@H](Cl)CF. The value obtained for the gap between HOMO and LUMO is 11.5 eV.



Relative energies, kJ/mol: run P 28.3; run Q 0.0.



Run P
Entry from OMol25: a 2-piece molecular cluster, C2H7OPS2 overall (wB97M-V/def2-TZVPD).

```
! wB97M-V def2-TZVPD RIJCOSX def2/J DEFGRID3
* xyz 0 1
C -2.098 0.646 -0.474
C 1.072 -1.948 -0.365
O 0.919 1.652 2.166
P 0.845 0.988 0.669
S 2.212 1.679 -0.676
S 1.305 -1.062 1.209
H -2.672 0.296 0.364
H -1.694 1.650 -0.691
H -1.981 -0.235 -1.148
H 1.000 -3.115 -0.164
H 1.958 -1.831 -1.030
H 0.200 -1.575 -0.900
H 1.277 2.524 2.306
*
```

As for the HOMO energy (alpha / beta): -8.7 / -8.4 eV. The value obtained for the molar mass is 142.2 g mol⁻¹. The value obtained for the lowest unoccupied orbital energy (alpha / beta) is -1.97 / -0.22 eV. The value obtained for the gap between HOMO and LUMO (alpha / beta) is 6.7 / 8.2 eV.



Run Q
Entry from OMol25: C2H7OPS2 in the gas phase (wB97M-V/def2-TZVPD).

```
! wB97M-V def2-TZVPD RIJCOSX def2/J DEFGRID3
* xyz 0 1
C 0.910 1.671 1.256
O 0.537 0.760 0.203
P -0.315 -0.615 0.183
C 0.079 -1.533 -1.384
S 0.150 -1.587 1.785
S -2.489 0.073 0.166
H 0.736 1.121 2.118
H 0.302 2.586 1.384
H 2.002 1.830 0.891
H -0.338 -2.430 -1.231
H -0.353 -0.980 -2.300
H 1.082 -1.541 -1.437
H -2.488 -0.033 1.516
*
```

As for the HOMO energy: -8.8 eV. The value obtained for the molar mass is 142.2 g mol⁻¹. The value obtained for the lowest unoccupied orbital energy is 0.48 eV. Its structure (SMILES) is CO[P@@](C)(=S)S. The value obtained for the gap between HOMO and LUMO is 9.3 eV.



Relative energies, kJ/mol: run P 226.1; run Q 0.0.